Here is 2 unconnected molecules or ions with the total composition C4H6N2 from the Open Molecules 2025 dataset. Energies are from ωB97M-V with the def2-TZVPD basis set.

Summary:
- ΔE to the lowest compared entry with this formula, charge and spin: 0.762 eV
- Gap between HOMO and LUMO: 11.971 eV
- E_HOMO: -11.408 eV
- SMILES: CC#N.CC#N

Each line ends with the Mulliken charge.
CARTESIAN COORDINATES (ANGSTROEM)
C1 0.603 0.678 -2.531  -0.58
C2 -0.108 1.593 -3.431  0.28
N1 -0.662 2.308 -4.137  -0.36
H1 1.673 0.745 -2.713  0.25
H2 0.249 -0.337 -2.690  0.25
H3 0.401 0.948 -1.495  0.19
C3 -0.493 -1.221 3.245  -0.78
C4 -0.132 -0.521 2.018  0.33
N2 0.151 0.037 1.059  -0.36
H4 -0.143 -2.253 3.189  0.26
H5 -1.566 -1.223 3.404  0.27
H6 0.027 -0.753 4.080  0.26